Density functional theory data (wB97M-V/def2-TZVPD) for 2 unconnected molecules or ions with the total composition C5H5BrOS at a distorted geometry.

Structure (XYZ):
```
13
Properties=species:S:1:pos:R:3
C -1.029 -2.164 0.097
C 0.219 -2.489 0.476
C -0.974 -0.780 -0.129
C 0.292 -0.439 0.137
C 0.794 2.857 -0.275
O 1.057 -1.480 0.486
S 1.966 1.596 0.113
Br -2.555 0.080 -0.690
H -1.891 -2.725 0.135
H 0.471 -3.498 0.898
H 1.213 3.402 -1.101
H 0.417 3.311 0.673
H 0.022 2.329 -0.819
```

Computed properties:
- Energy above the lowest of the compared OMol25 structures with the same formula, charge and spin: 90.2 kJ/mol
- E_HOMO (alpha / beta): -8.110 / -8.428 eV
- Multiplicity: 3
- Kohn-Sham gap (alpha / beta): 0.3266 / 0.2211 Ha